[1]
DFT (ωB97M-V/def2-TZVPD) results for a molecular structure, C20H19N8O3PRhS2.

Computed properties:
Spin multiplicity: 5
Charge: +1
⟨S²⟩: 6.05
Gap between HOMO and LUMO (spin up / spin down) (Eh): 0.2903 / 0.2442
E_LUMO (spin up / spin down) (Eh): -0.0928 / -0.1536
Largest force on an atom (hartree/bohr): 0.009

Cartesian coordinates (Å):
Rh1 -1.343 0.346 -0.598
C1 0.722 -1.451 4.342
N1 0.304 -0.497 3.325
C2 0.546 0.847 3.369
C3 0.043 1.371 2.214
N2 -0.495 0.364 1.470
C4 -0.326 -0.760 2.153
P1 -0.818 -2.432 1.618
C5 -2.503 -2.067 1.032
N3 -2.851 -1.147 0.141
C6 -4.201 -1.233 -0.017
C7 -4.679 -2.226 0.789
N4 -3.600 -2.745 1.448
C8 -3.649 -3.840 2.407
C9 0.036 -2.454 0.017
N5 -0.017 -1.486 -0.882
C10 0.745 -1.877 -1.940
C11 1.265 -3.112 -1.674
N6 0.812 -3.471 -0.438
C12 1.172 -4.693 0.263
H1 0.746 -0.945 5.303
H2 1.712 -1.843 4.113
H3 0.009 -2.270 4.391
H4 1.040 1.303 4.209
H5 0.021 2.391 1.873
H6 -4.736 -0.594 -0.698
H7 -5.673 -2.605 0.947
H8 -4.688 -4.128 2.538
H9 -3.247 -3.522 3.366
H10 -3.087 -4.695 2.037
H11 0.860 -1.265 -2.819
H12 1.905 -3.756 -2.250
H13 1.367 -5.470 -0.471
H14 0.350 -5.009 0.899
H15 2.063 -4.538 0.870
O1 2.609 1.656 -3.875
S1 1.722 2.772 -3.859
O2 1.317 3.427 -5.053
N7 0.328 2.333 -2.922
C13 0.288 2.925 -1.679
O3 -0.527 2.703 -0.796
C14 1.386 3.913 -1.556
C15 1.598 4.769 -0.486
C16 2.673 5.642 -0.557
C17 3.511 5.658 -1.669
C18 3.297 4.804 -2.744
C19 2.223 3.942 -2.651
H16 0.929 4.758 0.363
H17 2.861 6.327 0.258
H18 4.338 6.354 -1.701
H19 3.939 4.819 -3.613
S2 -0.402 0.660 -4.911
C20 -0.534 1.284 -3.374
N8 -1.362 0.764 -2.520



[2]
DFT (ωB97M-V/def2-TZVPD) results for a molecular structure, C22H62AsF6O9 at a distorted geometry.

Computed properties:
Charge: -1
Relative energy (zero: lowest compared OMol25 entry of this formula, charge and spin) (kJ/mol): 180.8
Gap between HOMO and LUMO (Eh): 0.3570
E_LUMO (Eh): 0.0910
Largest force on an atom (hartree/bohr): 0.033

Cartesian coordinates (Å):
As1 0.569 0.641 -0.595
F1 -0.383 1.513 -1.805
F2 1.459 2.134 -0.345
F3 1.668 -0.090 0.571
F4 -0.222 -0.882 -0.881
F5 1.742 0.174 -1.772
F6 -0.652 1.028 0.599
C1 4.441 0.319 2.011
C2 5.213 -0.466 0.968
O1 4.670 -0.208 -0.305
H1 4.156 1.241 1.500
H2 4.973 0.580 2.926
H3 3.547 -0.271 2.211
H4 5.223 -1.534 1.219
H5 6.266 -0.176 1.054
H6 3.824 -0.672 -0.344
C3 1.048 -3.076 1.848
C4 1.452 -4.539 1.753
O2 2.472 -4.744 0.777
H7 0.827 -2.667 0.862
H8 1.931 -2.507 2.145
H9 0.172 -2.937 2.481
H10 0.591 -5.148 1.453
H11 1.966 -4.800 2.680
H12 2.317 -4.227 -0.035
C5 -2.800 -1.340 1.763
C6 -3.164 -2.503 0.870
O3 -4.523 -2.347 0.454
H13 -3.327 -1.408 2.712
H14 -3.017 -0.379 1.293
H15 -1.714 -1.296 1.874
H16 -3.055 -3.462 1.391
H17 -2.467 -2.579 0.027
H18 -4.947 -3.208 0.423
C7 3.761 5.115 0.010
C8 3.712 4.600 -1.424
O4 3.657 3.187 -1.418
H19 4.448 4.495 0.586
H20 2.782 5.037 0.495
H21 4.022 6.171 0.129
H22 4.633 4.881 -1.939
H23 2.841 5.036 -1.929
H24 2.819 2.954 -0.966
C9 -1.594 4.233 2.301
C10 -2.719 3.228 2.567
O5 -2.146 1.970 2.828
H25 -1.116 4.428 3.264
H26 -1.972 5.219 2.010
H27 -0.885 3.897 1.547
H28 -3.416 3.233 1.720
H29 -3.302 3.540 3.435
H30 -1.573 1.714 2.089
C11 0.808 -0.277 6.171
C12 0.271 0.507 5.011
C13 1.308 0.573 3.907
O6 -0.999 0.033 4.570
H31 0.982 -1.287 5.790
H32 0.114 -0.351 7.013
H33 1.669 0.253 6.576
H34 0.030 1.529 5.352
H35 0.978 1.137 3.028
H36 1.598 -0.400 3.503
H37 2.234 1.076 4.197
H38 -1.286 0.687 3.910
C14 -4.296 3.929 -3.562
C15 -2.888 3.670 -3.016
C16 -2.489 4.628 -1.913
O7 -2.850 2.346 -2.517
H39 -4.413 5.004 -3.697
H40 -5.077 3.525 -2.916
H41 -4.418 3.395 -4.506
H42 -2.249 3.863 -3.888
H43 -3.194 4.635 -1.081
H44 -2.231 5.627 -2.273
H45 -1.551 4.252 -1.490
H46 -1.915 2.074 -2.484
C17 -3.764 -3.756 -4.070
C18 -3.360 -2.742 -2.965
C19 -2.023 -2.103 -3.278
O8 -4.378 -1.735 -2.925
H47 -4.698 -4.202 -3.722
H48 -2.941 -4.468 -4.134
H49 -4.000 -3.210 -4.979
H50 -3.278 -3.245 -1.995
H51 -1.235 -2.857 -3.180
H52 -1.789 -1.169 -2.777
H53 -1.900 -1.923 -4.355
H54 -5.141 -2.204 -2.568
C20 1.377 -4.467 -2.254
C21 2.520 -3.448 -2.349
C22 2.325 -2.568 -3.610
O9 2.567 -2.582 -1.214
H55 0.453 -3.904 -2.079
H56 1.504 -5.302 -1.569
H57 1.066 -4.942 -3.194
H58 3.514 -3.892 -2.429
H59 2.923 -1.656 -3.569
H60 1.311 -2.158 -3.635
H61 2.558 -3.192 -4.472
H62 2.046 -1.800 -1.448



[3]
DFT (ωB97M-V/def2-TZVPD) results for C23H24N2O4S in the gas phase at a distorted geometry.

Computed properties:
Relative energy (zero: lowest compared OMol25 entry of this formula, charge and spin) (kJ/mol): 154.9
SMILES: COc1ccc(CCNC(=O)c2ccc(N(C)S(=O)(=O)c3ccccc3)cc2)cc1
Gap between HOMO and LUMO (Eh): 0.3260
E_LUMO (Eh): 0.0180
Largest force on an atom (hartree/bohr): 0.024

Cartesian coordinates (Å):
C1 9.344 1.438 -4.786
O1 8.823 1.694 -3.506
C2 7.473 1.628 -3.327
C3 6.550 1.321 -4.319
C4 5.198 1.286 -4.015
C5 4.737 1.555 -2.737
C6 3.275 1.483 -2.405
C7 2.942 0.131 -1.753
N1 1.550 0.033 -1.388
C8 1.120 0.252 -0.120
O2 1.880 0.460 0.807
C9 -0.360 0.205 0.058
C10 -1.199 -0.598 -0.711
C11 -2.559 -0.617 -0.481
C12 -3.117 0.159 0.536
N2 -4.501 0.097 0.743
C13 -5.152 1.179 1.445
S1 -5.113 -1.423 1.180
O3 -4.629 -2.406 0.262
O4 -6.528 -1.272 1.334
C14 -4.340 -1.653 2.778
C15 -5.029 -1.296 3.920
C16 -4.383 -1.364 5.144
C17 -3.059 -1.774 5.204
C18 -2.380 -2.128 4.049
C19 -3.023 -2.067 2.823
C20 -2.280 0.966 1.305
C21 -0.920 0.978 1.070
C22 5.669 1.858 -1.749
C23 7.016 1.895 -2.035
H1 10.423 1.547 -4.693
H2 9.112 0.421 -5.120
H3 8.971 2.156 -5.524
H4 6.865 1.110 -5.328
H5 4.493 1.048 -4.800
H6 2.676 1.605 -3.310
H7 3.010 2.276 -1.703
H8 3.194 -0.684 -2.438
H9 3.519 0.016 -0.833
H10 0.876 0.010 -2.136
H11 -0.792 -1.235 -1.483
H12 -3.206 -1.249 -1.066
H13 -6.222 1.010 1.354
H14 -4.890 1.216 2.509
H15 -4.889 2.123 0.972
H16 -6.059 -0.987 3.834
H17 -4.909 -1.095 6.048
H18 -2.555 -1.819 6.158
H19 -1.350 -2.447 4.100
H20 -2.526 -2.344 1.908
H21 -2.683 1.576 2.097
H22 -0.265 1.585 1.676
H23 5.330 2.068 -0.746
H24 7.743 2.132 -1.274



[4]
DFT (ωB97M-V/def2-TZVPD) results for C4H7NO2 in the gas phase at a distorted geometry.

Computed properties:
Relative energy (zero: lowest compared OMol25 entry of this formula, charge and spin) (kJ/mol): 179.4
SMILES: CCC(=O)NC=O
Gap between HOMO and LUMO (Eh): 0.3975
E_LUMO (Eh): 0.0226
Largest force on an atom (hartree/bohr): 0.097

Cartesian coordinates (Å):
C1 2.090 -0.794 -0.298
C2 0.828 0.209 -0.335
C3 -0.390 -0.675 -0.095
O1 -0.392 -1.840 0.152
N1 -1.666 -0.030 0.180
C4 -2.096 1.223 0.474
O2 -3.146 1.569 1.067
H1 3.031 -0.228 -0.013
H2 1.682 -1.478 0.425
H3 2.077 -1.083 -1.257
H4 1.053 1.009 0.376
H5 0.555 0.709 -1.411
H6 -2.237 -0.774 0.527
H7 -1.388 2.182 0.206



> Among the records above, which one has the lowest largest force on an atom?

C20H19N8O3PRhS2



> What is the largest force on an atom in the first record?

0.009 hartree/bohr



> Which value of largest force on an atom does entry 4 give?

0.097 hartree/bohr



Please write out number 4 again, unchanged.
DFT (ωB97M-V/def2-TZVPD) results for C4H7NO2 in the gas phase at a distorted geometry.

Computed properties:
Relative energy (zero: lowest compared OMol25 entry of this formula, charge and spin) (kJ/mol): 179.4
SMILES: CCC(=O)NC=O
Gap between HOMO and LUMO (Eh): 0.3975
E_LUMO (Eh): 0.0226
Largest force on an atom (hartree/bohr): 0.097

Cartesian coordinates (Å):
C1 2.090 -0.794 -0.298
C2 0.828 0.209 -0.335
C3 -0.390 -0.675 -0.095
O1 -0.392 -1.840 0.152
N1 -1.666 -0.030 0.180
C4 -2.096 1.223 0.474
O2 -3.146 1.569 1.067
H1 3.031 -0.228 -0.013
H2 1.682 -1.478 0.425
H3 2.077 -1.083 -1.257
H4 1.053 1.009 0.376
H5 0.555 0.709 -1.411
H6 -2.237 -0.774 0.527
H7 -1.388 2.182 0.206